{
  "formula": "C2HClNO3S",
  "method": "ωB97M-V/def2-TZVPD",
  "total_energy_ha": -1215.6276,
  "lumo_energy_ev": [2.140, 2.141],
  "gap_ev": [6.70, 6.70],
  "charge": -1,
  "species": ["C", "C", "N", "O", "O", "O", "S", "Cl", "H"],
  "coordinates": [[1.543, -0.644, 2.110], [0.869, -1.468, 1.296], [1.953, 0.000, 2.966], [-0.311, 2.000, -1.671], [-1.403, 0.159, -2.779], [-2.480, 1.376, -0.831], [-1.330, 1.040, -1.633], [-0.327, -0.395, -0.071], [1.486, -2.068, 0.614]]
}

***

{
  "formula": "BaH44O22",
  "method": "ωB97M-V/def2-TZVPD",
  "total_energy_ha": -1706.8705,
  "lumo_energy_ev": -5.017,
  "gap_ev": 10.33,
  "charge": 2,
  "species": ["Ba", "O", "H", "H", "O", "H", "H", "O", "H", "H", "O", "H", "H", "O", "H", "H", "O", "H", "H", "O", "H", "H", "O", "H", "H", "O", "H", "H", "O", "H", "H", "O", "H", "H", "O", "H", "H", "O", "H", "H", "O", "H", "H", "O", "H", "H", "O", "H", "H", "O", "H", "H", "O", "H", "H", "O", "H", "H", "O", "H", "H", "O", "H", "H", "O", "H", "H"],
  "coordinates": [[-0.252, 0.100, -0.094], [-1.894, -0.214, -2.392], [-2.849, -0.255, -2.441], [-1.596, -0.549, -3.238], [4.557, -0.122, 2.624], [4.675, -0.146, 3.574], [3.888, -0.783, 2.449], [-1.429, 1.585, 1.894], [-0.874, 2.201, 2.372], [-2.295, 1.685, 2.289], [2.266, -1.055, 0.435], [2.122, -1.983, 0.617], [2.940, -1.045, -0.245], [-3.166, -3.787, -1.087], [-3.349, -4.504, -0.480], [-2.223, -3.642, -1.010], [-0.438, -0.794, -4.701], [-0.715, 0.113, -4.827], [-0.395, -1.158, -5.585], [-0.315, -1.155, 2.276], [0.230, -0.812, 2.985], [-1.199, -1.177, 2.642], [3.073, 3.386, -0.951], [3.037, 2.912, -1.782], [2.380, 2.994, -0.420], [-3.039, -0.491, 0.420], [-3.686, -0.693, 1.096], [-3.514, -0.590, -0.405], [0.645, 3.270, 3.004], [1.332, 3.074, 3.641], [0.337, 4.144, 3.246], [-3.349, 3.364, 0.174], [-3.579, 2.748, 0.870], [-2.507, 3.730, 0.447], [1.168, 0.219, -2.477], [0.815, -0.208, -3.258], [1.685, 0.949, -2.816], [0.075, -2.378, -1.042], [0.479, -2.607, -1.879], [-0.151, -3.219, -0.646], [-2.412, -1.489, 3.988], [-2.438, -1.530, 4.944], [-3.281, -1.177, 3.737], [1.728, -3.796, 1.168], [1.703, -4.495, 1.820], [1.226, -4.140, 0.429], [-4.262, -1.450, -2.714], [-4.817, -1.782, -3.419], [-3.875, -2.233, -2.324], [4.086, -0.914, -1.743], [3.724, -0.263, -2.344], [4.389, -1.623, -2.311], [1.079, 0.031, 4.261], [0.295, -0.117, 4.791], [1.767, 0.221, 4.898], [-0.566, 4.984, 0.064], [-0.724, 4.858, 0.999], [-0.327, 5.908, -0.016], [-0.252, 2.668, -1.192], [-0.284, 2.841, -2.133], [-0.270, 3.536, -0.788], [1.340, -2.857, -3.409], [2.221, -2.541, -3.611], [0.949, -3.039, -4.264], [1.846, 1.674, 0.969], [1.538, 2.212, 1.698], [2.727, 1.403, 1.226]]
}

***

{
  "formula": "C35H35NO10",
  "method": "ωB97M-V/def2-TZVPD",
  "total_energy_ha": -2161.4718,
  "smiles": "Oc1ccc(O)cc1.Oc1ccc(O)cc1.Oc1ccc(O)cc1.Oc1ccc(O)cc1.Oc1ccc(O)cc1.c1ccncc1",
  "lumo_energy_ev": 0.283,
  "gap_ev": 8.07,
  "species": ["N", "C", "C", "C", "C", "C", "H", "H", "H", "H", "H", "C", "C", "C", "C", "C", "C", "O", "O", "H", "H", "H", "H", "H", "H", "C", "C", "C", "C", "C", "C", "O", "O", "H", "H", "H", "H", "H", "H", "C", "C", "C", "C", "C", "C", "O", "O", "H", "H", "H", "H", "H", "H", "C", "C", "C", "C", "C", "C", "O", "O", "H", "H", "H", "H", "H", "H", "C", "C", "C", "C", "C", "C", "O", "O", "H", "H", "H", "H", "H", "H"],
  "coordinates": [[-0.429, -2.044, -3.177], [-0.327, -1.604, -1.931], [-1.099, -2.020, -0.862], [-2.160, -2.817, -1.198], [-2.242, -3.413, -2.475], [-1.386, -3.028, -3.477], [0.537, -0.727, -1.881], [-0.924, -1.608, 0.115], [-2.981, -3.179, -0.442], [-2.966, -3.943, -2.686], [-1.642, -3.299, -4.599], [-2.441, 2.597, -4.212], [-2.697, 3.888, -3.520], [-2.515, 3.896, -2.107], [-2.385, 2.719, -1.455], [-2.276, 1.390, -2.050], [-2.264, 1.414, -3.474], [-1.986, 0.318, -4.166], [-2.514, 5.030, -1.358], [-2.535, 2.639, -5.343], [-2.655, 4.684, -4.230], [-2.374, 2.546, -0.291], [-2.039, 0.408, -1.443], [-1.573, -0.229, -3.597], [-2.923, 5.061, -0.461], [1.748, 1.737, -2.309], [1.065, 1.483, -3.591], [1.752, 0.649, -4.451], [2.981, 0.042, -4.018], [3.516, 0.196, -2.801], [2.848, 0.966, -1.907], [3.272, 1.269, -0.592], [1.283, 0.422, -5.754], [1.230, 2.438, -1.687], [0.201, 2.036, -3.910], [3.407, -0.522, -4.655], [4.256, -0.367, -2.443], [3.891, 0.597, -0.136], [1.623, -0.310, -6.207], [2.468, -1.181, 2.391], [3.401, -0.118, 2.842], [4.584, 0.030, 2.077], [5.005, -0.807, 1.009], [4.073, -1.783, 0.651], [2.848, -1.897, 1.233], [1.925, -2.868, 0.724], [5.564, 0.971, 2.417], [1.508, -1.358, 3.042], [3.220, 0.458, 3.692], [5.933, -0.799, 0.618], [4.253, -2.228, -0.385], [1.198, -2.841, 1.355], [5.394, 1.199, 3.179], [0.407, 3.741, 2.756], [-1.056, 3.558, 3.142], [-1.671, 2.371, 2.705], [-0.905, 1.417, 1.906], [0.399, 1.709, 1.489], [1.065, 2.927, 1.914], [2.188, 3.119, 1.174], [-2.976, 2.114, 2.981], [0.702, 4.906, 3.037], [-1.513, 4.340, 3.814], [-1.492, 0.519, 1.897], [0.641, 1.052, 0.814], [2.539, 2.478, 0.656], [-3.054, 2.200, 3.840], [-2.115, -4.017, 2.446], [-3.404, -3.154, 2.603], [-3.326, -2.219, 3.716], [-2.138, -1.951, 4.518], [-1.038, -2.826, 4.228], [-1.013, -3.772, 3.180], [0.195, -4.553, 3.143], [-4.426, -1.367, 4.033], [-2.219, -4.760, 1.590], [-4.292, -3.185, 1.893], [-1.981, -1.250, 5.205], [-0.051, -2.489, 4.853], [0.167, -5.474, 2.840], [-5.284, -1.524, 3.564]]
}

***

Energy above the lowest of the compared OMol25 structures with the same formula, charge and spin per entry: 284.9, 0.0, 36.5 kJ/mol